DFT (wB97M-V/def2-TZVPD) results for a molecular structure, C23H29AuGeN4O2.

Element x y z (Å)
Au (-0.9255, 1.8137, -0.0835)
N (-3.1589, 1.2654, -0.2198)
C (-3.0770, 0.0879, -1.1143)
C (-4.4217, -0.6097, -1.3827)
C (-4.4451, -2.0874, -0.9544)
C (-3.9307, -3.0633, -2.0142)
N (-2.6740, -2.6511, -2.6321)
C (-1.4654, -2.7560, -2.0913)
N (-0.4781, -2.0049, -2.5642)
N (-1.2215, -3.5940, -1.0742)
C (-2.2560, 0.4732, -2.3724)
O (-2.5143, -0.0648, -3.4533)
O (-1.2785, 1.2691, -2.1968)
H (-3.6051, 1.0184, 0.6564)
H (-3.7170, 2.0007, -0.6446)
H (-2.4215, -0.6188, -0.5897)
H (-4.6852, -0.5118, -2.4373)
H (-5.1942, -0.0811, -0.8212)
H (-5.4685, -2.3859, -0.7204)
H (-3.8743, -2.2049, -0.0276)
H (-4.6500, -3.1297, -2.8297)
H (-3.8445, -4.0735, -1.6112)
H (-2.7592, -1.8529, -3.2669)
H (-0.6889, -1.2666, -3.2232)
H (0.4653, -2.0860, -2.2104)
H (-1.8859, -4.3040, -0.8252)
H (-0.2818, -3.6725, -0.7193)
C (2.0501, 2.8664, -1.7473)
Ge (1.4955, 1.8024, -0.2179)
C (1.8897, -0.0966, -0.5729)
C (1.6540, -1.0998, 0.3699)
C (1.9938, -2.4226, 0.1100)
C (2.5805, -2.7679, -1.1037)
C (2.8198, -1.7819, -2.0544)
C (2.4702, -0.4618, -1.7894)
C (2.3335, 2.4147, 1.4306)
C (3.4421, 3.2098, 1.2809)
C (4.1819, 3.6650, 2.3942)
C (3.7917, 3.3201, 3.6526)
C (2.6436, 2.5157, 3.8602)
C (2.2265, 2.1670, 5.1684)
C (1.1136, 1.4050, 5.3731)
C (0.3604, 0.9573, 4.2678)
C (0.7458, 1.2764, 2.9971)
C (1.8987, 2.0603, 2.7438)
H (3.1019, 2.6928, -1.9795)
H (1.9116, 3.9248, -1.5321)
H (1.4470, 2.6039, -2.6160)
H (1.2289, -0.8508, 1.3347)
H (1.8377, -3.1776, 0.8721)
H (2.8734, -3.7920, -1.2978)
H (3.2870, -2.0390, -2.9965)
H (2.6664, 0.2905, -2.5445)
H (3.7759, 3.4993, 0.2911)
H (5.0557, 4.2834, 2.2385)
H (4.3498, 3.6603, 4.5163)
H (2.8107, 2.5226, 6.0084)
H (0.8030, 1.1477, 6.3767)
H (-0.5288, 0.3618, 4.4318)
H (0.1457, 0.9332, 2.1575)

As for the energy above the lowest of the compared OMol25 structures with the same formula, charge and spin: 0.0 kcal/mol. The calculation puts the lowest unoccupied orbital energy (alpha / beta) at -2.3 / -4.7 eV. As for the charge: +1. The calculation puts the total energy at -3475.7915 Ha. Its multiplicity is 2.

Results of the Mulliken charge analysis, in e, for atoms 1 through 2: 0.2347 -0.5495